(1)
Computed, not measured: C28H77FeN8O10 as an isolated structure, with ωB97M-V/def2-TZVPD.

Values from the calculation:
Multiplicity: 5
E_LUMO (alpha / beta): -3.588 / -4.409 eV
Energy above the lowest of the compared OMol25 structures with the same formula, charge and spin: 4.125 eV
Total charge: +1

Each line ends with the Löwdin charge.
Cartesian coordinates (Å):
Fe  -17.6506  12.0259  29.1748  1.08
N  -20.3222  10.8814  27.5680  -0.52
O  -21.2718  11.5482  27.1055  0.03
O  -19.3752  11.3789  28.1637  -0.10
O  -20.2351  9.6884  27.3460  -0.01
C  -20.6213  8.7740  24.5081  -0.09
C  -22.0360  8.3538  24.5685  -0.41
C  -22.2521  6.8443  24.5626  -0.15
O  -21.6393  6.1645  23.4241  -0.19
C  -22.2547  4.9205  23.1459  -0.12
N  -22.6712  9.1023  25.6897  0.05
H  -19.9505  8.3386  25.2487  0.06
H  -20.5300  9.8584  24.5706  0.05
H  -20.1681  8.5464  23.5433  0.09
H  -22.4808  8.8612  23.7124  0.14
H  -23.3184  6.6276  24.6273  0.12
H  -21.7408  6.4568  25.4438  0.11
H  -21.6000  4.3087  22.5252  0.09
H  -23.2816  4.9933  22.7878  0.09
H  -22.2136  4.3172  24.0528  0.08
H  -22.1204  8.9654  26.5251  0.02
H  -22.4609  10.0877  25.6207  0.03
C  -19.3776  9.0706  32.0036  0.01
C  -19.1992  10.2892  31.0229  -0.38
C  -19.3751  11.7319  31.5383  -0.13
O  -19.0384  12.7399  30.5270  -0.31
C  -19.2248  14.0478  31.1316  -0.03
N  -17.8683  10.2256  30.4592  0.02
H  -19.3094  8.0597  31.6016  0.08
H  -20.3815  9.0302  32.4262  0.07
H  -18.5778  9.1776  32.7364  0.09
H  -19.9391  10.1361  30.2373  0.11
H  -18.6614  11.9401  32.3354  0.14
H  -20.3870  11.7390  31.9433  0.14
H  -20.0655  14.0042  31.8240  0.11
H  -19.3848  14.7854  30.3452  0.08
H  -18.3277  14.4153  31.6299  0.10
H  -17.3204  9.9087  31.2464  0.10
H  -17.9253  9.3302  29.9954  0.05
C  -20.9118  12.5414  23.7486  -0.05
C  -20.8361  13.6318  22.6317  -0.43
C  -19.4557  14.1639  22.5042  -0.16
O  -19.4114  15.4038  21.6512  -0.20
C  -18.1342  15.9742  21.4155  -0.10
N  -21.2024  13.1440  21.2839  0.04
H  -20.8292  12.9900  24.7386  0.05
H  -20.1591  11.7705  23.5840  0.07
H  -21.8908  12.0655  23.8048  0.08
H  -21.6511  14.2973  22.9162  0.14
H  -18.6806  13.4505  22.2242  0.14
H  -19.2108  14.4698  23.5214  0.09
H  -18.3614  17.0386  21.3553  0.09
H  -17.8034  15.4793  20.5024  0.09
H  -17.3791  15.8671  22.1942  0.05
H  -22.1531  12.8032  21.2936  0.07
H  -21.1928  14.0264  20.7925  0.06
C  -24.1343  14.0415  33.4225  -0.08
C  -24.2440  14.8331  32.1330  -0.39
C  -24.2626  13.8441  30.8222  -0.15
O  -22.9236  13.4504  30.7333  -0.23
C  -22.5513  12.4948  29.7480  -0.09
N  -25.4961  15.6011  32.2610  0.02
H  -23.9716  14.7934  34.1946  0.08
H  -23.4564  13.1883  33.3964  0.07
H  -25.0006  13.4055  33.6044  0.08
H  -23.3670  15.4795  32.1010  0.12
H  -24.5125  14.4093  29.9243  0.12
H  -24.8945  12.9589  30.8941  0.12
H  -22.6778  13.0099  28.7958  0.08
H  -23.2449  11.6544  29.7206  0.09
H  -21.5030  12.1980  29.7817  0.06
H  -25.7168  16.1698  31.4560  0.06
H  -25.3803  16.2610  33.0168  0.07
C  -19.7790  6.3898  27.5903  -0.05
C  -18.7637  6.7867  28.6806  -0.39
C  -17.7534  5.7027  29.1288  -0.19
O  -18.3992  4.6048  29.7875  -0.19
C  -17.6034  3.4077  29.7259  -0.10
N  -18.1546  8.0537  28.2921  0.04
H  -20.6140  7.0736  27.4379  0.04
H  -20.0409  5.3387  27.7113  0.09
H  -19.4215  6.4543  26.5626  0.07
H  -19.3839  6.9650  29.5590  0.11
H  -17.0358  6.1183  29.8361  0.12
H  -17.1664  5.4007  28.2615  0.12
H  -17.9436  3.0803  30.7084  0.09
H  -16.5213  3.4532  29.8486  0.08
H  -17.7983  2.6998  28.9203  0.09
H  -17.6946  8.0922  27.3938  0.09
H  -18.9503  8.6440  28.0962  0.01
C  -20.1090  14.5858  27.6648  -0.04
C  -18.7295  14.1339  27.1760  -0.39
C  -18.0842  15.1963  26.2361  -0.14
O  -16.7751  14.6677  25.8065  -0.20
C  -15.9872  15.5226  25.0210  -0.09
N  -17.7291  13.8960  28.1975  0.03
H  -20.5396  14.0599  28.5170  0.06
H  -20.7859  14.5740  26.8106  0.09
H  -20.1446  15.6250  27.9919  0.09
H  -18.9667  13.3635  26.4423  0.13
H  -18.0661  16.1655  26.7345  0.13
H  -18.7063  15.3872  25.3617  0.12
H  -15.7162  16.4659  25.4953  0.10
H  -16.5551  15.8224  24.1404  0.06
H  -15.1756  14.9158  24.6194  0.10
H  -16.9317  14.1748  27.6438  0.08
H  -17.8760  14.7081  28.7796  0.10
C  -23.7516  6.2648  33.9986  -0.07
C  -22.9535  7.2148  33.1544  -0.39
C  -23.4348  7.4150  31.6752  -0.19
O  -22.5262  8.3358  31.1186  -0.25
C  -22.4424  8.5833  29.6739  -0.04
N  -23.0706  8.5859  33.8194  0.03
H  -23.4682  5.2668  33.6643  0.08
H  -24.8234  6.3313  33.8114  0.08
H  -23.5411  6.3502  35.0647  0.09
H  -21.8963  6.9509  33.1252  0.13
H  -24.5058  7.5772  31.5532  0.13
H  -23.1891  6.5264  31.0938  0.12
H  -21.9762  9.5650  29.5896  0.06
H  -23.4483  8.7662  29.2962  0.09
H  -22.1007  7.7215  29.1006  0.08
H  -24.0699  8.7153  33.8875  0.06
H  -22.8294  9.2498  33.0975  0.03

***

(2)
Computed, not measured: C4H5LiMgO3 as an isolated structure, with ωB97M-V/def2-TZVPD.

Values from the calculation:
Multiplicity: 2
E_LUMO (alpha / beta): -3.770 / -4.115 eV
Energy above the lowest of the compared OMol25 structures with the same formula, charge and spin: 0.000 eV
Total charge: +1

Each line ends with the Löwdin charge.
Cartesian coordinates (Å):
Mg  0.7579  2.5430  0.3394  0.94
O  1.2547  0.3062  -0.1553  -0.19
C  2.4853  -0.4409  -0.2200  0.01
H  2.6448  -0.9854  0.7161  0.11
H  2.4187  -1.1407  -1.0590  0.12
H  3.2635  0.3099  -0.3733  0.11
C  -2.6987  0.4898  -0.2856  0.03
C  -1.3741  0.4282  -0.1129  -0.33
O  -0.7036  1.1991  0.7868  -0.31
C  0.1423  -0.3289  0.1808  -0.48
O  0.0356  -1.5352  0.2955  0.01
Li  -1.8436  -1.9198  0.6817  0.84
H  -3.1953  -0.3607  -0.7579  0.06
H  -3.1874  1.4354  -0.0363  0.09

***

(3)
Computed, not measured: C29H35N5O4SZr as an isolated structure, with ωB97M-V/def2-TZVPD.

Values from the calculation:
E_LUMO: -6.226 eV
Energy above the lowest of the compared OMol25 structures with the same formula, charge and spin: 1.327 eV
Total charge: +2

Each line ends with the Löwdin charge.
Cartesian coordinates (Å):
Zr  0.1228  0.2974  0.0715  1.60
C  -0.9709  -2.5168  3.9418  0.02
C  -0.8356  -1.5607  2.8019  -0.24
N  -0.3253  -0.3852  2.8026  -0.02
O  0.1257  0.1760  3.9534  0.02
C  -1.2371  -1.9709  1.4044  -0.25
C  -1.3021  -3.3795  0.9644  0.02
N  -1.4500  -0.9361  0.6808  -0.19
O  -1.2736  -0.9400  -0.7095  -0.30
H  -0.8143  -2.0677  4.9214  0.08
H  -0.2508  -3.3304  3.8314  0.11
H  -1.9682  -2.9572  3.9492  0.11
H  0.0849  -0.4697  4.6773  0.10
H  -2.1548  -3.8649  1.4498  0.11
H  -0.3980  -3.9101  1.2693  0.11
H  -1.4246  -3.4388  -0.1134  0.10
O  -0.9858  -3.0935  -6.3775  0.14
C  0.0534  -2.9322  -5.5380  -0.47
O  0.9113  -3.7623  -5.4759  0.14
C  0.0731  -1.7114  -4.6507  -0.11
C  -0.8382  -0.6583  -4.7202  0.00
C  -0.7346  0.4325  -3.8725  -0.09
C  0.3065  0.4920  -2.9485  -0.66
S  0.5170  1.8612  -1.8227  0.64
C  1.2334  -0.5465  -2.9001  -0.13
C  1.1096  -1.6457  -3.7339  0.01
H  -1.6131  -2.3661  -6.3152  0.09
H  -1.6533  -0.6613  -5.4348  0.12
H  -1.4512  1.2407  -3.9371  0.11
H  2.0871  -0.4758  -2.2348  0.10
H  1.8270  -2.4559  -3.7062  0.13
C  -3.5445  2.7662  2.2397  -0.04
C  -2.3264  1.8409  2.0424  -0.14
N  -1.6883  2.0802  0.7281  -0.21
C  -2.7137  1.9189  -0.3384  -0.14
C  -3.8373  2.9636  -0.1936  -0.04
N  -3.5945  3.7242  1.0805  -0.08
C  -2.3046  4.4899  0.9696  -0.04
C  -1.1744  3.4726  0.7085  -0.14
H  -3.4802  3.3582  3.1495  0.14
H  -4.4881  2.2253  2.2396  0.14
H  -2.6271  0.7992  2.0943  0.11
H  -1.5851  2.0191  2.8191  0.12
H  -3.1105  0.9086  -0.2695  0.12
H  -2.2176  2.0234  -1.3005  0.09
H  -4.8231  2.5110  -0.1184  0.14
H  -3.8439  3.6901  -1.0030  0.14
H  -4.3580  4.3828  1.2288  0.20
H  -2.1753  5.0449  1.8962  0.14
H  -2.4237  5.1964  0.1513  0.14
H  -0.4148  3.5593  1.4829  0.12
H  -0.7044  3.6536  -0.2550  0.08
C  3.7040  3.1409  0.3679  -0.06
C  4.3312  2.0123  -0.1769  -0.03
C  3.7899  0.7540  -0.0409  -0.01
C  2.5903  0.5880  0.6608  -0.36
C  1.9836  1.7124  1.2488  -0.17
C  2.5440  2.9869  1.0866  -0.08
N  1.8324  -0.6078  0.6723  -0.14
C  2.4038  -1.8928  0.4092  -0.29
C  3.5472  -2.3018  1.0872  -0.03
C  4.0535  -3.5784  0.8945  -0.06
C  3.4197  -4.4663  0.0338  -0.06
C  2.2781  -4.0600  -0.6423  -0.06
C  1.7749  -2.7779  -0.4590  -0.07
H  4.1473  4.1196  0.2490  0.12
H  5.2568  2.1310  -0.7258  0.12
H  4.2754  -0.1068  -0.4820  0.13
H  1.1538  1.5807  1.9475  0.08
H  2.0889  3.8439  1.5680  0.11
H  4.0400  -1.6166  1.7675  0.12
H  4.9502  -3.8800  1.4198  0.12
H  3.8145  -5.4628  -0.1115  0.11
H  1.7860  -4.7341  -1.3325  0.12
H  0.8998  -2.4759  -1.0224  0.08

***

(4)
Computed, not measured: one molecule with the formula C5H9NS2, with ωB97M-V/def2-TZVPD.

Values from the calculation:
Structure (SMILES): NCC=C1SCCS1
E_LUMO: 0.664 eV
Energy above the lowest of the compared OMol25 structures with the same formula, charge and spin: 0.779 eV

Each line ends with the Löwdin charge.
Cartesian coordinates (Å):
N  0.9148  -2.6619  2.3669  -0.01
C  0.1225  -2.2728  1.1837  -0.31
C  0.7883  -1.3322  0.2686  -0.23
C  0.2115  -0.2084  -0.1685  -0.88
S  -1.4319  0.2784  0.2073  0.90
C  -1.2356  1.9770  -0.4226  -0.51
C  -0.2380  2.0158  -1.6203  -0.50
S  1.1572  0.9469  -1.1240  0.89
H  1.8296  -3.0174  2.0704  0.07
H  1.0997  -1.9048  3.0082  0.06
H  -0.0616  -3.2151  0.6924  0.11
H  -0.7950  -1.8377  1.5704  0.08
H  1.6889  -1.6559  -0.1304  0.08
H  -2.2036  2.3820  -0.6255  0.06
H  -0.8034  2.4982  0.4188  0.06
H  0.0635  3.0563  -1.8568  0.09
H  -0.7189  1.6475  -2.4935  0.05

***

(5)
Computed, not measured: C18H23Cl2NO5S as an isolated structure, with ωB97M-V/def2-TZVPD.

Values from the calculation:
E_LUMO: -0.141 eV
Energy above the lowest of the compared OMol25 structures with the same formula, charge and spin: 16.717 eV

Each line ends with the Löwdin charge.
Cartesian coordinates (Å):
C  0.5608  5.4715  -1.2751  -0.10
C  0.9339  4.8665  0.0070  -0.08
H  1.9895  5.0761  0.2728  0.13
H  0.2045  5.3137  0.7451  0.14
O  0.4783  3.3032  -0.1697  0.05
C  1.2121  2.5420  0.6323  -0.51
O  2.1836  2.7894  1.3425  0.09
C  0.7249  1.2174  0.3341  -0.28
N  1.7087  0.3021  0.7894  0.07
C  2.1905  -0.8242  0.1148  -0.84
O  1.5280  -0.9105  -0.8757  0.03
O  3.0993  -1.2792  0.5873  0.14
C  3.7858  -2.7648  0.0027  -0.56
C  2.7316  -3.6022  0.1205  -0.07
H  1.9013  -3.4456  -0.7328  0.17
H  3.0975  -4.6522  -0.1163  0.13
H  2.3232  -3.9933  1.1281  0.15
C  4.8627  -3.0046  1.1509  0.01
H  5.7247  -2.0319  1.0567  0.17
H  4.4764  -3.0785  2.1849  0.09
H  5.3540  -3.8541  0.6315  0.08
C  4.1897  -2.2035  -1.1283  -0.09
H  4.7933  -3.0718  -1.6169  0.15
H  3.4348  -1.9709  -1.7788  0.06
H  5.0256  -1.3135  -1.4878  0.20
H  2.4439  0.5923  1.6331  0.22
C  -0.5207  0.9121  1.2999  -0.55
H  -0.2967  1.5476  2.3028  0.15
H  -1.3758  1.7103  0.9889  0.09
S  -1.1501  -0.6330  1.5115  0.91
C  -1.4824  -0.9303  -0.3610  -0.33
C  -2.5409  -0.0644  -0.9010  -0.42
O  -2.1671  1.0449  -1.2763  0.07
C  -3.9481  -0.5067  -0.4615  -0.12
C  -4.5019  -1.6657  -0.8289  -0.08
C  -5.7449  -1.7153  -0.5319  -0.27
C  -6.5519  -1.0019  -0.0552  -0.44
C  -6.0683  0.2318  0.7924  -0.02
C  -4.7663  0.5689  0.2513  -0.45
Cl  -4.2499  2.1691  0.8592  0.67
H  -6.6038  0.8379  1.2221  -0.02
Cl  -8.3586  -1.3221  0.7042  0.44
H  -6.2960  -2.9044  -0.8588  0.23
H  -3.9050  -2.4401  -1.3536  0.15
H  -1.9791  -1.9964  -0.3399  0.09
H  -0.3943  -1.0596  -0.8691  0.12
H  0.5865  0.8826  -0.5496  0.07
H  0.8310  6.3938  -1.2980  0.02
H  -0.4977  5.3886  -1.7446  0.14
H  1.0233  5.0788  -2.0556  0.03